Entry 1:
Molecular formula: C22H25N5O4S2
Method: DFT, wB97M-V/def2-TZVPD

Cartesian coordinates (Å):
C  4.05  3.60  0.86
C  3.02  2.94  -0.01
C  3.40  2.22  -1.13
C  2.47  1.60  -1.95
C  1.13  1.71  -1.64
C  0.72  2.43  -0.52
C  1.66  3.03  0.31
C  1.18  3.76  1.52
H  1.33  4.84  1.41
H  1.74  3.45  2.41
H  0.12  3.57  1.69
H  -0.32  2.48  -0.26
N  0.14  1.08  -2.43
C  0.15  -0.23  -2.77
N  1.30  -0.91  -2.87
N  1.91  -1.74  -2.18
C  1.64  -2.06  -0.89
C  2.50  -3.00  -0.30
N  2.18  -3.20  0.99
C  1.09  -2.40  1.31
C  0.43  -2.28  2.52
C  -0.63  -1.40  2.58
C  -1.01  -0.69  1.46
C  -0.37  -0.81  0.24
C  0.71  -1.67  0.15
H  -0.75  -0.25  -0.59
S  -2.39  0.46  1.50
O  -1.90  1.79  1.26
O  -3.16  0.23  2.69
N  -3.21  -0.02  0.12
C  -4.06  0.99  -0.48
H  -3.48  1.91  -0.58
C  -4.53  0.47  -1.84
H  -5.23  1.16  -2.30
O  -5.22  -0.75  -1.68
C  -4.39  -1.73  -1.11
H  -4.99  -2.64  -1.03
C  -3.89  -1.28  0.27
H  -3.19  -2.00  0.68
H  -4.74  -1.18  0.96
H  -3.52  -1.91  -1.76
H  -3.66  0.31  -2.49
H  -4.94  1.19  0.16
H  -1.19  -1.25  3.49
H  0.73  -2.85  3.38
C  2.85  -4.10  1.89
H  3.66  -4.58  1.35
H  3.26  -3.55  2.74
H  2.16  -4.86  2.26
O  3.51  -3.63  -0.88
H  3.55  -3.32  -1.80
S  -1.21  -0.98  -3.35
H  -0.77  1.52  -2.46
H  2.79  1.05  -2.82
H  4.45  2.15  -1.38
H  3.83  4.66  0.96
H  5.04  3.48  0.44
H  4.04  3.17  1.86

Summary:
- SMILES = Cc1ccc(NC(=S)/N=N\c2c(O)n(C)c3ccc(S(=O)(=O)N4CCOCC4)cc23)cc1C
- multiplicity = 1
- HOMO-LUMO gap (eV) = 7.86
- energy relative to the best compared isomer or geometry (same formula, charge and spin) (kcal/mol) = 60.34
- highest occupied orbital energy (eV) = -8.00

=====

Entry 2:
Molecular formula: C44H54F5InO5
Method: DFT, wB97M-V/def2-TZVPD

Cartesian coordinates (Å):
In  1.55  7.01  0.56
C  -0.03  0.49  0.19
C  -0.98  1.71  0.37
O  -0.26  2.87  0.46
H  0.65  0.39  -0.66
H  -0.59  -0.43  0.37
H  0.69  0.52  1.01
H  -1.57  1.45  1.25
H  -1.63  1.71  -0.50
F  -8.02  0.88  -5.81
C  -7.32  1.34  -4.77
C  -7.22  2.72  -4.53
C  -6.62  3.17  -3.42
C  -5.99  2.29  -2.55
C  -6.02  0.89  -2.76
C  -6.67  0.44  -3.89
H  -7.70  3.41  -5.21
H  -6.57  4.22  -3.18
H  -5.57  2.66  -1.63
H  -5.62  0.31  -1.94
H  -6.70  -0.59  -4.19
F  2.48  0.27  10.15
C  2.02  0.30  8.87
C  1.43  -0.81  8.21
C  1.08  -0.70  6.87
C  1.31  0.47  6.19
C  1.84  1.62  6.89
C  2.21  1.49  8.21
H  1.07  -1.65  8.78
H  0.68  -1.57  6.37
H  1.01  0.57  5.16
H  2.06  2.57  6.44
H  2.74  2.24  8.77
F  -4.15  -2.52  1.35
C  -4.76  -1.87  2.36
C  -3.95  -1.37  3.43
C  -4.57  -0.76  4.54
C  -6.00  -0.59  4.49
C  -6.75  -1.05  3.43
C  -6.16  -1.73  2.37
H  -2.89  -1.51  3.29
H  -3.91  -0.46  5.34
H  -6.47  0.04  5.22
H  -7.81  -0.88  3.45
H  -6.67  -2.11  1.50
F  1.07  2.34  -5.56
C  2.33  1.93  -5.27
C  2.73  1.96  -3.94
C  4.07  1.75  -3.69
C  4.94  1.36  -4.67
C  4.54  1.29  -6.00
C  3.21  1.65  -6.34
H  2.07  2.33  -3.17
H  4.43  1.86  -2.68
H  5.97  1.09  -4.47
H  5.34  1.06  -6.69
H  2.82  1.74  -7.34
F  3.95  -4.78  5.93
C  2.94  -4.98  5.03
C  2.84  -4.04  4.06
C  1.89  -4.20  3.02
C  1.07  -5.32  3.05
C  1.25  -6.28  4.08
C  2.17  -6.13  5.08
H  3.40  -3.12  4.09
H  1.89  -3.57  2.15
H  0.38  -5.59  2.27
H  0.58  -7.13  4.10
H  2.14  -6.79  5.93
C  5.79  3.58  4.19
C  5.01  2.91  3.09
O  4.32  3.60  2.35
C  5.24  1.43  2.79
H  5.50  4.63  4.16
H  6.87  3.56  4.02
H  5.66  3.13  5.17
H  4.57  1.05  2.01
H  5.01  0.75  3.61
H  6.28  1.26  2.50
C  -3.45  -3.53  -3.79
C  -2.71  -2.73  -4.84
O  -2.99  -2.68  -6.00
C  -1.56  -1.82  -4.42
H  -4.23  -3.04  -3.21
H  -2.73  -4.00  -3.12
H  -3.91  -4.35  -4.35
H  -1.18  -2.22  -3.48
H  -1.99  -0.82  -4.33
H  -0.79  -1.98  -5.17
C  3.11  -4.10  -2.30
C  4.45  -4.59  -1.92
O  4.69  -5.10  -0.81
C  5.63  -4.21  -2.82
H  2.38  -4.34  -1.53
H  2.90  -4.56  -3.26
H  3.04  -3.01  -2.36
H  5.52  -3.18  -3.16
H  5.56  -4.84  -3.70
H  6.54  -4.37  -2.25
C  -0.82  6.18  -5.80
C  -0.97  5.88  -4.32
O  -0.10  6.13  -3.48
C  -2.27  5.31  -3.75
H  -1.43  5.55  -6.46
H  0.22  5.94  -6.04
H  -0.97  7.23  -6.03
H  -2.14  4.43  -3.13
H  -2.86  5.01  -4.62
H  -2.90  6.05  -3.26

Summary:
- multiplicity = 1
- HOMO-LUMO gap (eV) = 1.59
- highest occupied orbital energy (eV) = -12.48
- total charge = +2

=====

Entry 3:
Molecular formula: C3H9NO2
Method: DFT, wB97M-V/def2-TZVPD

Cartesian coordinates (Å):
O  1.09  0.96  -1.10
C  1.46  -0.29  -1.20
C  1.24  -1.24  -2.34
H  2.32  -0.50  -0.44
H  2.11  -1.49  -3.05
H  0.23  -1.18  -2.86
H  1.18  -2.28  -1.79
N  -1.06  1.28  2.24
C  -1.10  -0.12  1.79
O  -1.46  -0.40  0.49
H  -0.57  1.63  1.46
H  -2.01  1.86  2.06
H  -0.04  -0.54  2.05
H  -1.74  -0.76  2.42
H  -0.74  -0.31  -0.12

Summary:
- SMILES = CC=O.NCO
- multiplicity = 1
- HOMO-LUMO gap (eV) = 9.83
- energy relative to the best compared isomer or geometry (same formula, charge and spin) (kcal/mol) = 75.25
- highest occupied orbital energy (eV) = -9.89